This record from the Open Molecules 2025 dataset describes a structure of composition C25H16BrMgN6O2. The level of theory is ωB97M-V/def2-TZVPD.

For the HOMO-LUMO gap, the calculation gives 6.96 eV. The value obtained for the HOMO energy is -11.348 eV. Its LUMO energy is -4.386 eV. Its net charge is +1. The value obtained for the energy is -4215.39445 Ha.

Geometry as XYZ:
```
51
Properties=species:S:1:pos:R:3:forces:R:3
Mg -0.286923 0.264174 -0.139698 0.2253 -0.7089 -0.2906
C -3.058669 -1.741721 2.646887 0.0654 -0.0704 -0.0378
C -2.488415 -0.778718 1.819692 -0.0600 -0.0424 -0.0225
N -1.423266 -1.065617 1.084904 -0.0525 -0.3674 0.1200
C -0.917453 -2.306613 1.145782 -0.2828 -0.1004 0.2791
C -1.527095 -3.266617 1.946922 0.0762 0.1166 -0.1295
N -2.581772 -2.977127 2.696724 -0.1018 -0.0224 0.0620
C 0.320513 -2.529875 0.362000 0.1991 -0.2017 -0.0985
C 1.038317 -3.714487 0.329635 -0.0106 0.0873 -0.0421
C 2.212864 -3.771922 -0.422123 -0.0681 0.1518 0.0629
C 2.645831 -2.618548 -1.080257 -0.0799 0.0209 0.0275
C 1.882642 -1.466566 -0.988597 0.0448 -0.3067 0.0238
N 0.737212 -1.453072 -0.304894 0.4308 -0.5713 0.0289
C 2.252768 -0.150886 -1.561989 0.2476 0.2675 -0.1889
C 3.445833 0.110379 -2.227704 -0.1571 -0.0596 0.0613
N 3.752111 1.328157 -2.653646 0.0489 0.0927 -0.0618
C 2.877504 2.299791 -2.435771 0.0261 -0.1100 -0.0045
C 1.670036 2.054854 -1.788802 0.0098 0.0116 -0.0821
N 1.370888 0.838720 -1.355166 0.3210 -0.1230 -0.1787
C 2.988205 -5.024398 -0.513355 0.0729 -0.1433 -0.1327
C 3.543015 -5.412287 -1.730417 -0.0218 0.0183 0.1012
C 4.238865 -6.610450 -1.790510 -0.0357 0.0342 0.0060
N 4.410468 -7.403252 -0.739578 0.0860 -0.1132 -0.0144
C 3.889513 -7.026540 0.421936 -0.0067 0.0239 0.0045
C 3.166140 -5.854201 0.588520 0.0007 0.0478 -0.0359
H -3.910125 -1.517918 3.276382 -0.0066 0.0607 -0.0434
H -2.891115 0.223059 1.740107 0.0187 0.0061 0.0403
H -1.172946 -4.288782 1.992285 0.0545 0.0293 -0.0030
H 0.698047 -4.590812 0.861465 -0.0141 -0.0079 -0.0140
H 3.577169 -2.631829 -1.626841 0.0069 0.0061 -0.0026
H 4.177995 -0.662723 -2.424399 -0.0323 -0.0251 0.0437
H 3.146392 3.289245 -2.782123 -0.0706 0.0184 0.0190
H 0.938573 2.835620 -1.623294 0.0207 0.0080 0.0291
H 3.409138 -4.810671 -2.619978 0.0134 -0.0276 -0.0246
H 4.672396 -6.953333 -2.722927 -0.0164 0.0377 -0.0049
H 4.062570 -7.695666 1.256924 -0.0363 0.0454 0.0269
H 2.781915 -5.584234 1.563815 -0.0047 -0.0203 0.0017
Br -3.922077 7.582148 1.461327 0.0474 -0.1065 -0.0279
C -3.101309 5.919952 1.091320 -0.0320 0.0571 0.0091
C -2.068448 5.478120 1.906295 -0.0075 0.0624 0.0406
C -1.467956 4.262578 1.634320 -0.0150 -0.0657 -0.0668
C -1.900304 3.496445 0.553562 -0.0061 0.0325 0.0186
C -2.938591 3.953412 -0.254598 0.0385 -0.0832 -0.0198
C -3.543343 5.167834 0.011739 -0.0386 0.0776 0.0159
C -1.252086 2.195609 0.268655 -0.3583 0.8367 0.2451
O -1.639470 1.485602 -0.715401 -0.4589 0.4514 -0.1716
O -0.302844 1.781023 1.009487 -0.1110 0.6989 0.4218
H -1.744650 6.084013 2.740952 0.0104 -0.0189 -0.0042
H -0.661449 3.893960 2.252721 0.0061 0.0116 0.0137
H -3.265960 3.349870 -1.090337 0.0062 -0.0032 0.0035
H -4.350146 5.534333 -0.607244 0.0078 -0.0134 -0.0030
```
Positions in Å, forces in eV/Å.

***

This record from the Open Molecules 2025 dataset describes a structure of composition C25H16Cl3F3N3O7RuS. The level of theory is ωB97M-V/def2-TZVPD.

For the HOMO-LUMO gap, the calculation gives 6.30 eV. The value obtained for the HOMO energy is -11.332 eV. Its LUMO energy is -5.027 eV. Its net charge is +1. The value obtained for the energy is -3826.31990 Ha.

Geometry as XYZ:
```
59
Properties=species:S:1:pos:R:3:forces:R:3
Ru 0.336114 1.406883 -1.265927 -0.5751 -0.6606 0.2060
O -3.685432 1.535007 -1.554994 0.0096 -0.0035 0.0156
C -2.516846 1.413422 -1.773969 -0.1011 0.0478 0.0447
O -1.582459 1.357288 -0.820981 -0.0682 0.1225 0.0558
C -1.912495 1.210905 -3.128104 0.0294 -0.0061 -0.1205
C -2.538817 1.042346 -4.348169 0.0150 -0.0006 -0.0298
C -1.743483 0.724019 -5.444513 -0.0194 0.0045 0.0021
C -0.371352 0.527985 -5.297176 0.0202 0.0011 0.0015
C 0.172627 0.701799 -4.041326 0.0307 -0.0147 0.0533
N -0.601917 1.072869 -3.031333 0.2006 0.0875 -0.0702
C 1.577121 0.393238 -3.576491 -0.0648 0.0388 -0.0781
O 2.483596 0.112695 -4.293871 -0.0083 -0.0066 0.0202
O 1.640553 0.384068 -2.224237 0.0341 0.0795 -0.0795
H -3.612484 1.143829 -4.421273 -0.0002 0.0046 0.0140
H -2.199646 0.592895 -6.416325 0.0002 -0.0005 0.0002
H 0.260115 0.227789 -6.121514 0.0099 -0.0010 0.0071
F 1.110801 5.762302 -2.398598 -0.0031 0.0045 0.0017
C 0.647971 5.379272 -1.218371 -0.0066 -0.0096 0.0134
F 1.516336 5.721260 -0.269316 0.0057 0.0028 0.0032
F -0.515183 5.976120 -0.982500 -0.0012 0.0019 0.0048
C 0.455000 3.853962 -1.189213 0.1005 -0.0587 -0.0189
O 0.875118 3.129395 -2.147351 0.1773 0.1689 0.0556
O -0.089556 3.271011 -0.236552 -0.0773 0.0797 -0.0653
Cl 3.714351 -4.269596 -1.437746 -0.0015 0.0014 -0.0001
C 2.680572 -3.514831 -0.282342 0.0112 -0.0090 0.0120
C 2.810434 -3.814757 1.066660 -0.0045 0.0074 -0.0022
C 1.985405 -3.188172 1.983634 0.0065 -0.0040 -0.0001
C 1.020626 -2.264040 1.593119 -0.0563 0.0285 -0.0066
C 0.216316 -1.539455 2.648208 -0.0595 -0.0427 0.0752
C 1.105302 -0.531640 3.413978 -0.0178 -0.0480 -0.0503
N 1.682914 0.351074 2.400281 -0.0061 0.0919 0.0686
C 2.899947 0.177147 1.774166 0.0195 0.0131 -0.0041
C 2.801021 0.767499 0.556883 0.0226 -0.0234 -0.0092
N 1.530594 1.291014 0.436955 0.2195 0.2925 -0.0798
C 0.897354 1.043681 1.567379 0.0414 -0.0097 0.0070
O -0.382968 -2.464705 3.513628 -0.0283 0.0138 -0.0042
C -1.658947 -2.066541 4.057056 0.0378 0.0055 -0.0187
C -2.576683 -1.457771 3.037152 0.0900 -0.0084 -0.0292
C -3.056062 -2.111565 1.939629 -0.0417 0.0144 0.0139
Cl -2.777590 -3.751436 1.531257 0.0034 -0.0143 0.0076
S -3.971665 -1.098157 0.904289 0.0842 0.0081 -0.0531
C -3.698074 0.251402 1.918190 -0.0595 -0.0200 0.0500
C -2.963582 -0.082643 3.013260 0.0481 0.0122 -0.0153
C 0.903527 -2.022026 0.227624 0.0612 -0.0484 -0.0076
Cl -0.368475 -0.969005 -0.388708 -0.0454 -0.1829 0.0219
C 1.716443 -2.623026 -0.717771 -0.0245 -0.0017 -0.0134
H 3.552047 -4.532458 1.388159 -0.0003 -0.0007 -0.0005
H 2.078257 -3.425653 3.036439 0.0015 -0.0010 -0.0018
H -0.550991 -0.956349 2.139542 -0.0578 0.0261 0.0138
H 1.909502 -1.028453 3.952969 -0.0012 -0.0070 -0.0095
H 0.514642 0.050646 4.120301 0.0027 0.0023 -0.0007
H 3.706846 -0.360088 2.239927 0.0098 0.0158 0.0043
H 3.523839 0.841325 -0.236150 0.0021 -0.0072 -0.0006
H -0.135889 1.284651 1.767219 0.0130 0.0224 0.0036
H -1.512272 -1.362063 4.881570 0.0043 -0.0011 -0.0089
H -2.073215 -2.985248 4.467729 0.0093 -0.0047 -0.0059
H -4.118231 1.209540 1.658505 -0.0054 -0.0041 0.0039
H -2.711677 0.617810 3.798777 0.0070 0.0054 -0.0080
H 1.600701 -2.406470 -1.769663 0.0066 -0.0047 0.0109
```
Positions in Å, forces in eV/Å.